14
Properties=species:S:1:pos:R:3 method="wB97M-V/def2-TZVPD" smiles="NNC(=S)CCF" fmax_ev_per_a=2.51 homo_ev=-8.665 homo_lumo_gap_ev=9.2 total_charge=0
N 2.41 -0.77 -0.63
N 1.12 -0.66 -0.14
C 0.54 0.52 0.14
S 1.25 1.98 -0.23
C -0.83 0.40 0.80
C -1.96 -0.11 -0.08
F -2.33 0.76 -1.08
H 3.03 -0.60 0.17
H 2.56 0.00 -1.21
H 0.52 -1.41 -0.38
H -0.71 -0.32 1.55
H -1.06 1.43 1.11
H -2.85 -0.19 0.57
H -1.70 -1.03 -0.59